55
Properties=species:S:1:pos:R:3:forces:R:3 method="wB97M-V/def2-TZVPD" mol_weight_g_mol=636.25 lumo_energy_ev="1.23 / 1.20" relative_energy_ev=2.365 total_charge=-1 multiplicity=6
Fe -0.923969 0.075426 0.932158 -1.64 0.30 -1.24
C -2.147776 3.797766 -1.192447 0.05 -0.08 0.04
C -0.756499 3.305377 -1.447234 0.00 0.52 -0.51
N -0.106830 3.770793 -2.492266 -0.38 -0.10 0.34
C 1.131014 3.315026 -2.752757 0.32 -0.19 0.01
C 1.782804 2.381781 -1.988732 0.11 0.10 -0.20
C 3.177805 1.970583 -2.361723 -0.01 0.02 0.05
O 4.174028 2.619418 -1.556265 0.03 -0.13 0.07
C 1.131439 1.869710 -0.835239 -0.71 0.45 -0.39
C 1.787636 0.960689 0.026360 0.20 -0.38 0.74
N 1.253841 0.418929 1.090079 -0.50 0.53 -0.78
C 2.000829 -0.256567 2.033311 0.79 -0.62 0.74
C 3.319590 -0.715692 1.861865 -0.33 0.12 -0.28
C 3.985627 -1.403718 2.853788 0.12 -0.07 0.14
C 3.386490 -1.643589 4.083840 -0.05 0.07 -0.12
C 2.098902 -1.179652 4.300505 0.07 -0.14 0.17
C 1.438378 -0.512422 3.291421 -0.73 0.37 -0.26
I -0.572708 0.121676 3.652182 0.64 -0.15 0.53
C -0.186976 2.346756 -0.559830 0.61 -0.47 0.51
O -0.856481 1.945182 0.465176 0.11 0.87 -0.50
H -2.471791 4.399082 -2.037542 0.01 0.02 0.00
H -2.828334 2.956488 -1.054208 -0.01 0.01 0.03
H -2.185494 4.396601 -0.279322 -0.02 -0.04 0.02
H 1.608097 3.726360 -3.636319 0.02 -0.04 0.01
H 3.305750 0.888530 -2.264695 0.01 0.00 -0.05
H 3.373235 2.231814 -3.402262 -0.03 0.02 0.00
H 3.718608 3.096813 -0.856857 -0.02 0.07 -0.04
H 2.830475 0.740939 -0.196261 0.06 0.16 0.00
H 3.812724 -0.557121 0.911741 0.02 -0.03 0.02
H 4.988040 -1.765315 2.662307 0.00 0.01 0.00
H 3.907043 -2.193140 4.855736 0.00 0.02 0.02
H 1.605924 -1.354556 5.247337 -0.01 0.00 -0.02
O -5.229225 0.248935 -3.574804 0.06 0.04 0.06
C -4.378019 0.207005 -2.718359 -0.24 -0.02 -0.22
C -4.617099 0.219338 -1.224997 -0.08 0.03 0.37
O -5.698549 0.340774 -0.676334 0.06 -0.03 -0.04
C -3.297584 0.063301 -0.618373 0.40 -0.04 -0.89
C -2.288594 -0.011747 -1.618784 -0.66 0.03 0.47
O -1.065747 -0.172326 -1.310857 0.46 0.11 0.39
C -2.888073 0.106488 -2.953476 0.34 -0.02 -0.13
O -2.327973 0.123675 -4.032941 -0.06 -0.03 0.09
O -2.990361 -0.032202 0.622569 0.59 0.20 0.95
C -0.509516 -2.997376 -1.023021 -0.14 0.12 0.20
Si -0.903413 -2.301636 0.699358 0.43 -1.99 -0.09
C 0.339008 -3.269754 1.807914 -0.16 0.13 -0.11
C -2.593832 -2.989832 1.248107 0.16 0.15 -0.17
H -0.370528 -4.081451 -0.961660 0.00 0.00 0.03
H 0.400280 -2.548232 -1.424427 0.00 0.00 -0.01
H -1.311033 -2.785370 -1.730342 0.01 0.02 -0.02
H 0.203368 -4.337714 1.607679 -0.01 0.00 -0.01
H 0.173068 -3.112025 2.874459 0.00 0.03 0.06
H 1.377983 -3.021123 1.584154 0.06 0.01 0.01
H -2.559265 -4.083978 1.240809 0.04 0.00 0.01
H -3.385355 -2.659616 0.575589 -0.01 0.01 0.01
H -2.860982 -2.659079 2.253890 0.02 0.02 0.00